{
  "formula": "C4H7N3",
  "method": "ωB97M-V/def2-TZVPD",
  "elements": ["C", "C", "C", "C", "H", "H", "H", "H", "H", "H", "H", "N", "N", "N"],
  "coordinates": [[1.112, -1.361, 0.018], [1.329, 0.834, 0.023], [-0.141, 0.528, -0.015], [-1.054, 1.487, -0.064], [-1.975, -1.181, 0.781], [-1.906, -1.804, -0.821], [1.307, -2.442, 0.039], [1.620, 1.371, -0.790], [1.860, 1.351, 0.847], [-0.565, 2.474, -0.074], [-2.171, 1.604, 0.141], [-1.313, -1.559, 0.029], [-0.144, -0.803, -0.062], [2.041, -0.498, -0.052]],
  "e_tot_ha": -320.787717,
  "homo_energy_ha": -0.294,
  "smiles": "C=C1CN=CN1N",
  "largest_force_ev_per_a": 4.2
}

{
  "formula": "C4H7N3",
  "method": "ωB97M-V/def2-TZVPD",
  "elements": ["C", "N", "C", "C", "C", "N", "N", "H", "H", "H", "H", "H", "H", "H"],
  "coordinates": [[-1.435, -0.251, -1.948], [-0.781, 0.078, -0.715], [0.453, -0.244, -0.278], [0.509, 0.363, 0.945], [1.562, 0.067, 1.884], [-0.628, 1.039, 1.178], [-1.415, 0.854, 0.163], [-2.429, 0.193, -1.927], [-1.523, -1.332, -2.060], [-0.867, 0.156, -2.784], [1.235, -0.557, -0.958], [1.171, 0.027, 2.889], [1.675, -1.069, 1.616], [2.471, 0.676, 1.993]],
  "e_tot_ha": -320.829705,
  "homo_energy_ha": -0.340,
  "smiles": "Cc1cn(C)nn1",
  "largest_force_ev_per_a": 3.1
}

{
  "formula": "C4H7N3",
  "method": "ωB97M-V/def2-TZVPD",
  "elements": ["N", "C", "C", "C", "N", "C", "N", "H", "H", "H", "H", "H", "H", "H"],
  "coordinates": [[-2.243, -0.074, 0.215], [-1.172, -0.061, -0.748], [-0.093, -0.943, -0.648], [0.940, -0.184, -0.063], [2.111, -0.670, 0.516], [0.506, 1.136, 0.020], [-0.688, 1.224, -0.660], [-2.491, -1.032, 0.446], [-1.626, 0.252, 1.005], [-0.160, -2.025, -0.711], [2.858, 0.008, 0.541], [2.421, -1.557, 0.149], [1.025, 2.002, 0.396], [-1.387, 1.925, -0.458]],
  "e_tot_ha": -320.801453,
  "homo_energy_ha": -0.269,
  "smiles": "Nc1c[nH]c(N)c1",
  "largest_force_ev_per_a": 1.3
}

{
  "formula": "C4H7N3",
  "method": "ωB97M-V/def2-TZVPD",
  "elements": ["C", "C", "C", "C", "N", "N", "N", "H", "H", "H", "H", "H", "H", "H"],
  "coordinates": [[-1.643, 1.050, 0.148], [-1.166, -0.344, 0.491], [0.793, -1.537, 0.305], [1.808, -1.181, -0.536], [1.944, 0.226, -0.465], [1.087, 0.885, 0.185], [0.286, -0.415, 0.810], [-2.716, 0.998, -0.070], [-1.476, 1.753, 0.972], [-1.123, 1.418, -0.747], [-1.731, -0.784, 1.322], [-1.330, -0.998, -0.379], [2.478, -1.751, -1.192], [2.789, 0.680, -0.844]],
  "e_tot_ha": -320.720119,
  "homo_energy_ha": [-0.308, -0.308],
  "largest_force_ev_per_a": 2.5
}

{
  "formula": "C4H7N3",
  "method": "ωB97M-V/def2-TZVPD",
  "elements": ["C", "C", "N", "C", "N", "C", "N", "H", "H", "H", "H", "H", "H", "H"],
  "coordinates": [[-1.564, 0.783, -0.370], [-1.107, -0.514, 0.289], [0.210, -0.436, 0.918], [1.410, -0.300, 0.282], [2.500, -0.709, 0.810], [1.414, 0.399, -1.006], [1.538, 0.957, -2.013], [-0.943, 1.053, -1.225], [-1.532, 1.602, 0.354], [-2.591, 0.668, -0.734], [-1.161, -1.347, -0.428], [-1.797, -0.753, 1.103], [0.325, -0.947, 1.783], [3.299, -0.454, 0.237]],
  "e_tot_ha": -320.861846,
  "homo_energy_ha": -0.354,
  "smiles": "[H]/N=C(\\C#N)NCC",
  "largest_force_ev_per_a": 1.2
}

{
  "formula": "C4H7N3",
  "method": "ωB97M-V/def2-TZVPD",
  "elements": ["C", "C", "C", "C", "H", "H", "H", "H", "H", "H", "H", "N", "N", "N"],
  "coordinates": [[-1.899, 0.736, 0.556], [-1.017, -0.031, -0.223], [1.125, -1.195, -1.114], [0.822, 1.296, 1.372], [-2.897, 0.266, 0.638], [-1.767, 1.755, 1.160], [-1.313, -0.962, -0.642], [2.241, -1.198, -0.811], [1.148, -2.428, -2.673], [-0.244, 1.567, 1.586], [1.672, 1.619, 2.138], [0.414, -0.157, -0.356], [0.491, -1.775, -2.128], [1.224, 0.508, 0.495]],
  "e_tot_ha": -320.739436,
  "homo_energy_ha": -0.317,
  "smiles": "[H]/N=C/N(C=C)N=C",
  "largest_force_ev_per_a": 3.8
}

{
  "formula": "C4H7N3",
  "method": "ωB97M-V/def2-TZVPD",
  "elements": ["N", "C", "C", "C", "N", "C", "N", "H", "H", "H", "H", "H", "H", "H"],
  "coordinates": [[1.529, -2.106, 0.471], [0.692, -1.016, 0.113], [0.271, 0.107, 0.790], [-0.548, 0.761, -0.173], [-1.317, 2.012, -0.116], [-0.662, 0.121, -1.392], [0.135, -0.979, -1.148], [2.454, -1.789, 0.741], [1.145, -2.628, 1.251], [0.530, 0.378, 1.807], [-0.768, 2.869, -0.003], [-2.088, 2.031, 0.557], [-1.691, 1.953, -1.083], [0.316, -1.712, -1.816]],
  "e_tot_ha": -320.780037,
  "homo_energy_ha": -0.264,
  "largest_force_ev_per_a": 0.5
}

{
  "formula": "C4H7N3",
  "method": "ωB97M-V/def2-TZVPD",
  "elements": ["C", "C", "C", "C", "H", "H", "H", "H", "H", "H", "H", "N", "N", "N"],
  "coordinates": [[-3.300, -0.300, 0.008], [-2.121, 0.316, 0.022], [0.190, 0.221, -0.064], [2.614, 0.285, -0.072], [-4.205, 0.305, 0.186], [-3.368, -1.368, -0.210], [-2.120, 1.443, 0.145], [0.271, 1.294, -0.042], [1.404, -1.403, -0.042], [2.526, 1.359, -0.160], [3.842, -1.172, 0.278], [-0.931, -0.427, -0.069], [1.403, -0.409, -0.016], [3.793, -0.142, 0.035]],
  "e_tot_ha": -320.841717,
  "homo_energy_ha": -0.315,
  "smiles": "[H]/N=C\\N/C=N/C=C",
  "largest_force_ev_per_a": 1.9
}

{
  "formula": "C4H7N3",
  "method": "ωB97M-V/def2-TZVPD",
  "elements": ["C", "C", "N", "C", "N", "C", "N", "H", "H", "H", "H", "H", "H", "H"],
  "coordinates": [[1.234, -0.633, 1.040], [-0.586, 1.893, -0.038], [-1.108, 0.725, 0.060], [-0.719, -0.410, -0.745], [-1.519, -0.804, -1.630], [0.759, -0.924, -0.414], [1.286, -1.581, -1.313], [2.320, -0.623, 1.093], [0.903, -1.473, 1.648], [0.910, 0.255, 1.607], [-0.115, 2.108, -0.987], [-0.733, 2.573, 0.794], [-1.575, 0.515, 0.928], [-1.058, -1.622, -2.042]],
  "e_tot_ha": -320.725080,
  "homo_energy_ha": [-0.341, -0.233],
  "largest_force_ev_per_a": 4.3
}

{
  "formula": "C4H7N3",
  "method": "ωB97M-V/def2-TZVPD",
  "elements": ["C", "C", "C", "C", "H", "H", "H", "H", "H", "H", "H", "N", "N", "N"],
  "coordinates": [[1.741, -0.606, -0.378], [0.043, 0.359, 1.388], [-1.310, 0.431, 1.451], [-0.778, -0.032, -0.717], [2.227, 0.060, -1.053], [2.352, -0.743, 0.451], [1.479, -1.540, -1.024], [0.845, 0.556, 2.049], [-2.030, 0.689, 2.228], [-2.677, 0.929, -0.195], [0.259, -0.155, -2.396], [0.404, 0.039, 0.058], [-1.793, 0.240, 0.132], [-0.761, -0.227, -1.994]],
  "e_tot_ha": -320.826265,
  "homo_energy_ha": -0.272,
  "smiles": "[H]/N=c1/[nH]ccn1C",
  "largest_force_ev_per_a": 5.0
}

{
  "formula": "C4H7N3",
  "method": "ωB97M-V/def2-TZVPD",
  "elements": ["N", "C", "C", "C", "N", "C", "N", "H", "H", "H", "H", "H", "H", "H"],
  "coordinates": [[-2.339, -0.561, -0.063], [-1.184, 0.196, 0.346], [0.027, -0.630, 0.678], [1.088, -0.021, 0.120], [2.443, -0.314, 0.181], [0.552, 1.160, -0.593], [-0.719, 1.260, -0.562], [-3.066, 0.094, -0.334], [-2.114, -1.105, -0.891], [0.013, -1.535, 1.276], [2.975, -0.021, -0.627], [2.647, -1.276, 0.415], [1.162, 1.897, -1.113], [-1.483, 0.857, 1.166]],
  "e_tot_ha": -320.860478,
  "homo_energy_ha": -0.313,
  "smiles": "NC1=C[C@H](N)N=C1",
  "largest_force_ev_per_a": 0.7
}

{
  "formula": "C4H7N3",
  "method": "ωB97M-V/def2-TZVPD",
  "elements": ["C", "C", "N", "C", "N", "C", "N", "H", "H", "H", "H", "H", "H", "H"],
  "coordinates": [[1.356, -1.142, -0.431], [0.879, -0.426, 0.850], [-0.551, -0.161, 0.762], [-0.948, 0.957, 0.073], [-0.238, 2.013, -0.011], [-2.251, 0.793, -0.575], [-3.240, 0.627, -1.153], [0.596, -1.047, -1.218], [1.526, -2.213, -0.277], [2.271, -0.696, -0.826], [1.379, 0.536, 0.979], [1.051, -0.997, 1.767], [-1.105, -0.988, 0.584], [-0.724, 2.742, -0.524]],
  "e_tot_ha": -320.860020,
  "homo_energy_ha": -0.359,
  "smiles": "[H]/N=C(\\C#N)NCC",
  "largest_force_ev_per_a": 1.1
}

{
  "formula": "C4H7N3",
  "method": "ωB97M-V/def2-TZVPD",
  "elements": ["C", "N", "C", "N", "N", "C", "C", "H", "H", "H", "H", "H", "H", "H"],
  "coordinates": [[2.239, 0.211, 0.233], [1.227, 0.027, -0.794], [-0.117, -0.022, -0.424], [-1.023, 0.587, -1.179], [-2.196, 0.352, -0.555], [-2.058, -0.396, 0.556], [-0.722, -0.686, 0.681], [2.178, -0.599, 0.965], [3.228, 0.156, -0.233], [2.168, 1.167, 0.777], [1.334, 0.682, -1.558], [-3.050, 0.565, -1.036], [-2.893, -0.646, 1.194], [-0.313, -1.400, 1.373]],
  "e_tot_ha": -320.864782,
  "homo_energy_ha": -0.296,
  "smiles": "CNc1cc[nH]n1",
  "largest_force_ev_per_a": 0.4
}

{
  "formula": "C4H7N3",
  "method": "ωB97M-V/def2-TZVPD",
  "elements": ["C", "N", "C", "N", "N", "C", "C", "H", "H", "H", "H", "H", "H", "H"],
  "coordinates": [[-1.881, 1.132, 0.377], [-1.393, -0.015, -0.351], [-0.072, -0.392, -0.290], [0.330, -1.611, -0.627], [1.664, -1.587, -0.392], [2.105, -0.400, 0.063], [1.006, 0.425, 0.129], [-1.262, 1.334, 1.263], [-1.888, 2.039, -0.244], [-2.903, 0.953, 0.727], [-2.041, -0.741, -0.603], [2.220, -2.378, -0.667], [3.140, -0.246, 0.338], [0.976, 1.489, 0.276]],
  "e_tot_ha": -320.863719,
  "homo_energy_ha": -0.286,
  "smiles": "CNc1cc[nH]n1",
  "largest_force_ev_per_a": 0.4
}

{
  "formula": "C4H7N3",
  "method": "ωB97M-V/def2-TZVPD",
  "elements": ["C", "C", "C", "C", "N", "N", "N", "H", "H", "H", "H", "H", "H", "H"],
  "coordinates": [[0.695, -1.745, 0.138], [0.060, -0.873, -0.864], [-1.258, 2.291, 1.322], [1.438, -1.563, 1.242], [-2.074, 3.017, 1.052], [0.008, 0.367, -0.626], [-0.359, 1.263, -1.599], [0.284, -2.709, -0.121], [-0.238, -1.555, -1.655], [-0.480, 1.556, 1.466], [1.739, -0.569, 1.508], [1.743, -2.314, 1.850], [-0.519, 1.040, -2.623], [-1.042, 1.793, -1.090]],
  "e_tot_ha": -320.755540,
  "homo_energy_ha": -0.321,
  "smiles": "C=C/C=N/N.C#N",
  "largest_force_ev_per_a": 4.0
}

{
  "formula": "C4H7N3",
  "method": "ωB97M-V/def2-TZVPD",
  "elements": ["N", "C", "C", "C", "N", "C", "N", "H", "H", "H", "H", "H", "H", "H"],
  "coordinates": [[0.664, 0.793, 2.077], [0.358, 0.172, 0.772], [-0.945, 0.057, 0.434], [-0.781, -0.438, -0.928], [-1.890, -0.787, -1.732], [0.541, -0.506, -1.283], [1.324, -0.008, -0.221], [1.110, 1.715, 2.043], [1.158, 0.205, 2.754], [-0.316, 0.902, 2.388], [-1.774, -0.524, -2.703], [-2.718, -0.336, -1.359], [1.023, -0.850, -2.190], [2.246, -0.395, -0.051]],
  "e_tot_ha": -320.754824,
  "homo_energy_ha": -0.253,
  "largest_force_ev_per_a": 0.6
}

{
  "formula": "C4H7N3",
  "method": "ωB97M-V/def2-TZVPD",
  "elements": ["C", "C", "C", "C", "N", "N", "N", "H", "H", "H", "H", "H", "H", "H"],
  "coordinates": [[2.820, 0.981, 0.192], [-0.311, -0.226, -0.360], [0.373, -1.484, -0.257], [-1.023, 0.301, 0.851], [-0.805, 0.157, -1.520], [1.867, 0.323, 0.002], [0.786, -2.569, -0.162], [3.617, 1.540, 0.486], [-0.528, 0.913, 1.738], [-1.482, -0.413, 1.478], [-1.692, 1.044, 0.468], [-1.438, 0.861, -1.543], [-0.355, -0.083, -2.447], [1.406, -3.312, 0.195]],
  "e_tot_ha": -320.078185,
  "total_charge": 2,
  "homo_energy_ha": -0.788,
  "largest_force_ev_per_a": 6.4
}